Entry 1:
Computed, not measured: C25H25N10O12P2SZr as an isolated structure, with the ωB97M-V functional and the def2-TZVPD basis.

The geometry in ORCA input format:
```
! RIJCOSX wB97M-V def2-TZVPD def2/J DEFGRID3
* xyz 1 1
Zr -0.237 -0.531 -0.203
N -2.114 2.523 -2.695
C -0.723 2.807 -2.240
C -0.240 4.110 -2.878
P -0.730 2.928 -0.390
O 0.544 3.827 -0.001
O -1.997 3.522 0.064
O -0.338 1.526 0.106
P 0.392 1.443 -2.721
O 0.234 1.281 -4.303
O 1.796 1.698 -2.318
O -0.244 0.147 -2.165
H -2.647 2.119 -1.923
H -2.480 1.434 -3.708
H -2.563 3.411 -2.899
H -0.825 4.950 -2.498
H -0.374 4.066 -3.961
H 0.810 4.288 -2.657
H 0.255 4.717 0.239
H 0.966 1.687 -4.784
O 4.026 -7.015 1.437
N 3.557 -6.052 1.998
O 3.598 -5.839 3.193
C 2.915 -5.026 1.152
C 3.438 -4.849 -0.073
C 2.919 -3.835 -0.933
C 3.414 -3.635 -2.233
C 2.850 -2.665 -3.013
C 1.817 -1.886 -2.481
N 1.349 -2.038 -1.255
C 1.880 -3.015 -0.483
C 1.306 -3.239 0.819
N 0.248 -2.465 1.170
C -0.373 -2.731 2.304
C 0.032 -3.750 3.171
C 1.126 -4.505 2.858
C 1.801 -4.259 1.645
H 4.253 -5.477 -0.405
H 4.220 -4.258 -2.601
H 3.183 -2.483 -4.025
H 1.354 -1.118 -3.080
H -1.232 -2.124 2.538
H -0.526 -3.923 4.079
H 1.464 -5.285 3.521
N -1.525 -2.195 -1.146
C -2.188 -2.002 -2.083
N -2.929 -1.790 -3.120
C -2.842 -0.610 -3.609
N -2.791 0.441 -4.107
C 3.560 2.889 0.719
N 2.888 1.674 0.297
C 2.185 0.920 1.118
N 2.101 1.186 2.423
O 1.599 -0.138 0.674
H 4.021 3.341 -0.154
H 4.342 2.666 1.446
H 2.853 3.608 1.137
H 2.694 1.542 -0.698
H 2.414 2.074 2.775
H 1.353 0.718 2.921
O -4.319 -1.093 0.579
S -3.352 -0.048 0.516
O -2.964 0.407 -0.815
N -1.938 -0.414 1.262
C -1.696 0.408 2.344
O -0.665 0.344 2.993
C -2.795 1.385 2.555
C -2.886 2.351 3.541
C -3.981 3.202 3.515
C -4.960 3.084 2.532
C -4.875 2.110 1.545
C -3.772 1.284 1.584
H -2.119 2.431 4.300
H -4.080 3.970 4.270
H -5.802 3.763 2.537
H -5.634 2.010 0.782
*
```

Calculated values
**Calculated total energy**: -3546.352526 Ha
**Energy relative to the best compared isomer or geometry (same formula, charge and spin)**: 10.9 kcal/mol
**Gap between HOMO and LUMO**: 8.72 eV

The molecule's Löwdin atomic charges, reported in e, are given here:
1. Zr 1.87
2. N 0.04
3. C -0.54
4. C -0.08
5. P 0.39
6. O -0.12
7. O -0.24
8. O -0.43
9. P 0.37
10. O -0.10
11. O -0.27
12. O -0.46
13. H 0.06
14. H 0.07
15. H 0.12
16. H 0.09
17. H 0.09
18. H 0.08
19. H 0.10
20. H 0.10
21. O 0.11
22. N -0.34
23. O 0.10
24. C -0.06
25. C 0.08
26. C -0.11
27. C 0.03
28. C 0.00
29. C -0.07
30. N 0.03
31. C -0.13
32. C -0.13
33. N 0.02
34. C -0.08
35. C 0.01
36. C 0.04
37. C -0.05
38. H 0.14
39. H 0.13
40. H 0.12
41. H 0.10
42. H 0.10
43. H 0.12
44. H 0.12
45. N 0.07
46. C -0.30
47. N 0.17
48. C -0.22
49. N 0.25
50. C -0.05
51. N 0.07
52. C -0.54
53. N 0.24
54. O -0.18
55. H 0.10
56. H 0.10
57. H 0.08
58. H 0.10
59. H 0.11
60. H 0.10
61. O -0.24
62. S 0.67
63. O -0.35
64. N -0.22
65. C -0.50
66. O 0.05
67. C -0.14
68. C 0.02
69. C -0.04
70. C -0.04
71. C -0.01
72. C -0.22
73. H 0.13
74. H 0.11
75. H 0.12
76. H 0.13

***

Entry 2:
Computed, not measured: C55H44FN6O3ReS6 as an isolated structure, with the ωB97M-V functional and the def2-TZVPD basis.

The geometry in ORCA input format:
```
! RIJCOSX wB97M-V def2-TZVPD def2/J DEFGRID3
* xyz 1 2
Re 1.836 0.604 1.327
O 1.894 0.701 3.304
N 3.113 0.627 3.911
C 3.091 0.372 5.237
C 4.254 0.279 5.935
C 5.466 0.453 5.252
C 5.455 0.721 3.909
C 4.243 0.812 3.210
S 4.122 1.187 1.535
H 2.106 0.243 5.659
H 4.221 0.072 6.994
H 6.407 0.369 5.782
H 6.368 0.864 3.347
N 1.724 0.395 -0.656
S 1.139 0.201 -1.961
N -0.361 -0.430 -2.210
S -1.730 0.125 -1.796
N -1.966 0.837 -0.457
S -1.516 0.214 1.020
N -0.133 0.028 1.376
C -2.439 -1.280 1.207
C -3.830 -1.278 1.184
C -4.491 -2.485 1.334
C -3.764 -3.659 1.516
C -2.375 -3.638 1.554
C -1.699 -2.435 1.397
C -2.360 1.387 2.037
C -3.459 2.136 1.624
C -4.039 3.012 2.529
C -3.526 3.127 3.816
C -2.425 2.378 4.207
C -1.830 1.497 3.315
C -2.294 1.311 -2.972
C -3.090 2.375 -2.577
C -3.527 3.266 -3.545
C -3.172 3.081 -4.874
C -2.376 2.005 -5.252
C -1.929 1.107 -4.298
C -2.817 -1.243 -2.049
C -4.175 -0.969 -2.174
C -5.045 -2.029 -2.351
C -4.559 -3.332 -2.383
C -3.202 -3.584 -2.238
C -2.312 -2.531 -2.077
C 1.187 1.706 -2.893
C 0.387 2.748 -2.431
C 0.480 3.986 -3.041
C 1.381 4.183 -4.082
C 2.199 3.146 -4.510
C 2.114 1.894 -3.912
C 2.011 -1.004 -2.902
C 3.206 -1.431 -2.346
C 3.945 -2.386 -3.032
C 3.492 -2.875 -4.248
C 2.288 -2.429 -4.792
C 1.529 -1.493 -4.113
H -4.384 -0.353 1.066
H -5.575 -2.510 1.324
H -4.288 -4.599 1.649
H -1.818 -4.547 1.750
H -0.620 -2.371 1.449
H -3.841 2.039 0.619
H -4.893 3.607 2.230
H -3.991 3.806 4.520
H -2.021 2.481 5.207
H -0.958 0.911 3.589
H -3.337 2.511 -1.534
H -4.141 4.110 -3.259
H -3.515 3.784 -5.623
H -2.102 1.867 -6.290
H -1.300 0.267 -4.568
H -4.544 0.050 -2.150
H -6.106 -1.840 -2.459
H -5.247 -4.158 -2.523
H -2.826 -4.601 -2.247
H -1.251 -2.698 -1.968
H -0.274 2.603 -1.583
H -0.136 4.805 -2.690
H 1.460 5.158 -4.547
H 2.916 3.310 -5.304
H 2.757 1.086 -4.238
H 3.524 -1.043 -1.383
H 4.873 -2.750 -2.607
H 4.073 -3.620 -4.778
H 1.944 -2.815 -5.743
H 0.579 -1.153 -4.508
F 2.973 6.398 4.910
C 2.553 5.491 4.004
C 1.315 4.911 4.164
C 0.891 3.984 3.218
C 1.683 3.632 2.127
C 1.179 2.644 1.104
C 2.928 4.249 2.008
C 3.373 5.176 2.941
H 0.697 5.194 5.008
H -0.084 3.521 3.331
H 1.493 2.935 0.102
H 0.088 2.612 1.132
H 3.564 3.996 1.167
H 4.340 5.657 2.848
O 2.124 -6.281 3.413
S 1.203 -5.290 2.952
O -0.121 -5.243 3.503
N 1.902 -3.787 3.054
C 2.020 -3.239 1.889
S 2.908 -1.761 1.646
C 1.477 -4.057 0.751
C 1.358 -3.718 -0.582
C 0.882 -4.681 -1.469
C 0.517 -5.948 -1.020
C 0.586 -6.270 0.332
C 1.068 -5.300 1.189
H 1.640 -2.719 -0.909
H 0.809 -4.449 -2.527
H 0.182 -6.695 -1.730
H 0.280 -7.242 0.699
*
```

Calculated values
**Calculated total energy**: -5243.326113 Ha
**Energy relative to the best compared isomer or geometry (same formula, charge and spin)**: 0.0 kcal/mol
**Expectation value of S²**: 0.759
**Gap between HOMO and LUMO (spin up / spin down)**: 6.66 / 6.64 eV

Results of the Löwdin charge analysis, in e, for atoms 1 through 99:
1. Re 1.10
2. O -0.32
3. N -0.16
4. C 0.00
5. C -0.03
6. C -0.03
7. C -0.06
8. C -0.63
9. S 0.67
10. H 0.15
11. H 0.12
12. H 0.12
13. H 0.12
14. N -0.43
15. S 0.81
16. N -0.34
17. S 0.87
18. N -0.34
19. S 0.79
20. N -0.40
21. C -0.31
22. C -0.06
23. C -0.06
24. C -0.05
25. C -0.04
26. C -0.04
27. C -0.31
28. C -0.07
29. C -0.06
30. C -0.05
31. C -0.06
32. C -0.07
33. C -0.34
34. C -0.07
35. C -0.05
36. C -0.05
37. C -0.04
38. C -0.05
39. C -0.30
40. C -0.06
41. C -0.05
42. C -0.05
43. C -0.04
44. C -0.05
45. C -0.29
46. C -0.09
47. C -0.05
48. C -0.05
49. C -0.05
50. C -0.04
51. C -0.35
52. C -0.07
53. C -0.04
54. C -0.05
55. C -0.06
56. C -0.07
57. H 0.11
58. H 0.11
59. H 0.12
60. H 0.10
61. H 0.09
62. H 0.09
63. H 0.11
64. H 0.11
65. H 0.12
66. H 0.11
67. H 0.10
68. H 0.12
69. H 0.12
70. H 0.12
71. H 0.11
72. H 0.12
73. H 0.12
74. H 0.12
75. H 0.12
76. H 0.09
77. H 0.10
78. H 0.12
79. H 0.11
80. H 0.11
81. H 0.12
82. H 0.09
83. H 0.12
84. H 0.11
85. H 0.11
86. H 0.10
87. F 0.05
88. C -0.29
89. C 0.00
90. C -0.04
91. C -0.31
92. C -0.27
93. C -0.08
94. C 0.00
95. H 0.12
96. H 0.09
97. H 0.05
98. H 0.04
99. H 0.09

***

Entry 3:
Computed, not measured: C21H26Cl2N4SiTi as an isolated structure, with the ωB97M-V functional and the def2-TZVPD basis.

The geometry in ORCA input format:
```
! RIJCOSX wB97M-V def2-TZVPD def2/J DEFGRID3
* xyz -1 2
Ti -0.501 0.077 0.142
C -3.089 -1.868 -2.036
C -1.629 -2.200 -2.137
C -1.148 -3.080 -3.086
C 0.225 -3.354 -3.096
C 1.072 -2.765 -2.197
C 0.529 -1.861 -1.240
N -0.819 -1.629 -1.239
N 1.165 -1.162 -0.305
Si 2.839 -0.928 0.019
C 3.718 -0.216 -1.479
C 2.929 0.287 1.429
C 3.667 -2.542 0.518
H -3.577 -2.545 -1.331
H -3.582 -1.973 -3.003
H -3.224 -0.850 -1.675
H -1.821 -3.531 -3.801
H 0.627 -4.038 -3.836
H 2.136 -2.956 -2.208
H 3.207 0.698 -1.794
H 3.718 -0.907 -2.325
H 4.758 0.033 -1.248
H 2.506 1.245 1.113
H 3.958 0.459 1.756
H 2.343 -0.063 2.284
H 3.615 -3.290 -0.277
H 3.179 -2.961 1.402
H 4.722 -2.382 0.758
C -0.691 2.466 2.630
C -0.681 1.048 3.109
C -0.643 0.583 4.401
C -0.612 -0.841 4.324
C -0.663 -1.161 2.989
C -0.692 -2.516 2.354
N -0.710 -0.012 2.231
H -0.508 3.141 3.468
H -1.649 2.742 2.180
H 0.076 2.649 1.872
H -0.615 1.193 5.291
H -0.570 -1.543 5.143
H -0.486 -3.283 3.102
H 0.059 -2.611 1.564
H -1.665 -2.744 1.908
Cl 1.176 3.829 -2.294
C -0.509 3.812 -1.843
C -1.291 4.900 -2.170
C -2.639 4.939 -1.827
C -3.187 3.859 -1.145
C -2.381 2.787 -0.834
Cl -3.056 1.422 0.041
C -0.998 2.668 -1.150
N -0.276 1.606 -0.820
H -0.834 5.727 -2.697
H -3.248 5.795 -2.084
H -4.229 3.849 -0.854
*
```

Calculated values
**Calculated total energy**: -3094.410904 Ha
**Energy relative to the best compared isomer or geometry (same formula, charge and spin)**: 0.0 kcal/mol
**Expectation value of S²**: 0.754
**Gap between HOMO and LUMO (spin up / spin down)**: 6.65 / 6.92 eV

The molecule's Löwdin atomic charges, reported in e, are given here:
1. Ti 0.85
2. C -0.03
3. C -0.34
4. C -0.07
5. C -0.09
6. C -0.03
7. C -0.44
8. N 0.05
9. N -0.13
10. Si 0.37
11. C -0.17
12. C -0.17
13. C -0.18
14. H 0.08
15. H 0.07
16. H 0.04
17. H 0.10
18. H 0.10
19. H 0.09
20. H 0.03
21. H 0.02
22. H 0.02
23. H 0.03
24. H 0.03
25. H 0.03
26. H 0.01
27. H 0.02
28. H 0.02
29. C -0.06
30. C -0.40
31. C -0.09
32. C -0.10
33. C -0.41
34. C -0.06
35. N -0.07
36. H 0.07
37. H 0.05
38. H 0.06
39. H 0.08
40. H 0.08
41. H 0.07
42. H 0.05
43. H 0.07
44. Cl 0.62
45. C -0.62
46. C -0.15
47. C -0.14
48. C -0.14
49. C -0.57
50. Cl 0.71
51. C -0.51
52. N -0.15
53. H 0.09
54. H 0.08
55. H 0.09

***

Entry 4:
Computed, not measured: the molecule C9H6N2O2S, with the ωB97M-V functional and the def2-TZVPD basis.

The geometry in ORCA input format:
```
! RIJCOSX wB97M-V def2-TZVPD def2/J DEFGRID3
* xyz 0 1
C 0.877 -2.983 -1.463
C 1.211 -0.674 -2.109
C 1.659 2.043 0.648
C 2.994 2.304 0.536
C 1.374 0.680 0.488
C 2.530 -0.115 0.269
C -0.097 -1.163 -0.041
C 0.797 -1.620 -1.172
C -1.560 -1.202 -0.482
N 0.917 -4.106 -1.704
N 1.591 0.184 -2.774
O 0.138 0.171 0.406
O 2.509 -1.342 0.071
S 3.950 0.940 0.130
H 0.913 2.786 0.855
H 3.474 3.253 0.670
H 0.055 -1.853 0.801
H -2.186 -0.798 0.310
H -1.853 -2.230 -0.688
H -1.697 -0.601 -1.381
*
```

Calculated values
**Calculated total energy**: -1004.619809 Ha
**Energy relative to the best compared isomer or geometry (same formula, charge and spin)**: 0.0 kcal/mol
**Gap between HOMO and LUMO (spin up / spin down)**: 7.01 / 6.87 eV

The molecule's Löwdin atomic charges, reported in e, are given here:
1. C -0.18
2. C -0.18
3. C -0.08
4. C -0.38
5. C -0.27
6. C -0.62
7. C -0.30
8. C -0.21
9. C 0.00
10. N 0.20
11. N 0.23
12. O 0.05
13. O 0.02
14. S 1.07
15. H 0.12
16. H 0.07
17. H 0.17
18. H 0.09
19. H 0.09
20. H 0.10